A 10-piece molecular cluster, C38H93N2O10Si overall at a distorted geometry, computed with ωB97M-V/def2-TZVPD.

Values from the calculation:
net charge = +1
HOMO-LUMO gap = 6.249 eV
E_HOMO = -10.81 eV
LUMO level = -4.56 eV

Atoms and positions in Å:
C  -3.7052  5.8935  1.5566
C  -4.4540  6.2089  0.6636
C  -5.6282  6.4682  -0.3248
C  -6.8526  5.5236  -0.0079
N  -7.6115  5.7389  1.2534
C  -7.6111  5.5093  -1.3869
N  -6.7565  5.8698  -2.3089
C  -5.3683  6.2355  -1.8647
C  -4.1714  5.3201  -2.3428
C  -4.5185  3.8291  -1.9554
O  -3.4295  2.9061  -2.1633
Si  -3.7017  1.6154  -1.0097
C  -2.7773  0.0360  -1.5250
C  -2.9748  2.2277  0.6625
C  -5.5544  1.1400  -0.8731
H  -3.1857  5.6154  2.5058
H  -5.9849  7.5190  -0.1109
H  -6.5398  4.4276  0.0904
H  -8.5451  5.3448  1.0842
H  -7.1841  5.0793  1.9281
H  -8.6862  5.2180  -1.5786
H  -7.0549  5.8917  -3.2963
H  -5.2292  7.2704  -2.2905
H  -3.9890  5.4661  -3.4542
H  -3.2158  5.6425  -1.8274
H  -4.7337  3.8260  -0.8360
H  -5.4113  3.4593  -2.5561
H  -1.6659  0.2692  -1.5849
H  -3.0302  -0.7536  -0.7546
H  -3.1562  -0.2787  -2.5461
H  -3.5667  3.1120  1.0692
H  -3.0009  1.4412  1.4653
H  -1.9345  2.6152  0.4659
H  -6.2322  2.0329  -0.6701
H  -5.9335  0.6661  -1.8275
H  -5.7585  0.4173  -0.0258
C  2.5122  -1.8886  -1.8641
C  0.9995  -1.8254  -1.7316
C  0.3151  -2.4170  -2.9522
O  0.5911  -0.4655  -1.5690
H  2.8536  -1.3142  -2.7312
H  2.9936  -1.4507  -0.9853
H  2.8547  -2.9204  -1.9725
H  0.6859  -2.3666  -0.8352
H  0.5808  -1.8605  -3.8561
H  -0.7716  -2.3566  -2.8508
H  0.5953  -3.4635  -3.0923
H  0.8635  0.0230  -2.3565
C  3.5079  -5.8918  1.9831
C  3.4423  -5.7708  0.4707
C  4.6721  -5.0737  -0.0839
O  2.2726  -5.0338  0.1065
H  3.5524  -4.9033  2.4507
H  2.6095  -6.3844  2.3649
H  4.3823  -6.4660  2.2979
H  3.3518  -6.7648  0.0262
H  4.7550  -4.0582  0.3139
H  4.6050  -4.9830  -1.1710
H  5.5835  -5.6212  0.1643
H  2.3445  -4.1519  0.4967
C  3.2037  -0.0915  2.1171
C  3.8303  -1.1785  2.9772
C  5.0385  -0.6557  3.7378
O  4.2265  -2.2710  2.1485
H  3.9164  0.2740  1.3710
H  2.3437  -0.4837  1.5682
H  2.8735  0.7529  2.7265
H  3.0890  -1.5607  3.6834
H  5.8136  -0.3095  3.0471
H  5.4841  -1.4492  4.3420
H  4.7634  0.1717  4.3958
H  4.8827  -1.9447  1.5191
C  3.6840  -3.5980  -6.4160
C  2.1696  -3.5351  -6.2908
C  1.4882  -4.1302  -7.5129
O  1.7614  -2.1761  -6.1329
H  4.0272  -3.0252  -7.2833
H  4.1601  -3.1576  -5.5366
H  4.0292  -4.6290  -6.5207
H  1.8527  -4.0740  -5.3946
H  1.7568  -3.5756  -8.4174
H  0.4020  -4.0687  -7.4143
H  1.7677  -5.1771  -7.6503
H  2.0366  -1.6892  -6.9200
C  -6.7316  5.6704  5.4171
C  -6.7491  4.1658  5.2033
C  -6.1164  3.4310  6.3736
O  -6.0405  3.8517  4.0018
H  -5.7054  6.0407  5.5070
H  -7.1794  6.1840  4.5630
H  -7.2820  5.9467  6.3188
H  -7.7788  3.8254  5.0702
H  -5.0690  3.7236  6.4969
H  -6.1258  2.3527  6.1999
H  -6.6481  3.6394  7.3042
H  -5.1280  4.1487  4.1073
C  -1.4642  -4.0107  2.4363
C  -0.8486  -5.0986  3.3036
C  0.3573  -4.5787  4.0700
O  -0.4529  -6.1935  2.4809
H  -0.7446  -3.6512  1.6938
H  -2.3220  -4.4008  1.8835
H  -1.7944  -3.1624  3.0414
H  -1.5961  -5.4750  4.0063
H  1.1375  -4.2389  3.3814
H  0.7962  -5.3721  4.6791
H  0.0830  -3.7472  4.7242
H  0.2100  -5.8717  1.8530
C  9.7662  -5.2071  1.0661
C  9.0823  -6.0967  0.0393
C  10.0983  -6.7947  -0.8515
O  8.2080  -5.3089  -0.7649
H  10.3512  -4.4239  0.5741
H  9.0250  -4.7038  1.6916
H  10.4316  -5.7865  1.7104
H  8.4679  -6.8424  0.5505
H  10.6942  -6.0646  -1.4078
H  9.5936  -7.4213  -1.5907
H  10.7738  -7.4217  -0.2647
H  8.7423  -4.6439  -1.2233
C  10.1889  -2.7327  -5.2832
C  9.6181  -3.8674  -4.4477
C  8.3015  -4.3685  -5.0201
O  9.4129  -3.4155  -3.1087
H  9.5035  -1.8795  -5.3015
H  11.1281  -2.3755  -4.8547
H  10.3735  -3.0534  -6.3108
H  10.3365  -4.6894  -4.4050
H  7.5520  -3.5706  -5.0293
H  7.8978  -5.1754  -4.4038
H  8.4295  -4.7381  -6.0400
H  8.7786  -2.6878  -3.1337
C  -7.7847  10.5188  3.1656
C  -9.0881  9.9613  3.7163
C  -8.8353  8.9867  4.8550
O  -9.7996  9.2971  2.6720
H  -7.1559  9.7160  2.7662
H  -7.9807  11.2083  2.3412
H  -7.2238  11.0489  3.9385
H  -9.7186  10.7812  4.0672
H  -8.2429  8.1336  4.5114
H  -9.7780  8.5851  5.2339
H  -8.3055  9.4701  5.6790
H  -9.2488  8.5698  2.3554

Atoms 1-6, force components in eV/Å:
C -0.196 -0.110 0.963
C -1.449 -0.242 -1.067
C 0.648 -0.561 1.706
C -0.369 -1.687 -0.274
N 0.127 -0.383 -0.943
C 1.681 0.684 0.860

C41H66ClN3Sb2Si4Ti as an isolated structure at a distorted geometry, computed with ωB97M-V/def2-TZVPD.

Values from the calculation:
ΔE to the lowest compared entry with this formula, charge and spin = 193.9 kJ/mol
spin multiplicity = 3
net charge = 0
HOMO-LUMO gap (spin up / spin down) = 6.284 / 6.882 eV
E_HOMO (spin up / spin down) = -6.29 / -7.03 eV
LUMO level (spin up / spin down) = -0.01 / -0.15 eV

Atoms and positions in Å:
Ti  0.2694  -0.8041  0.4165
C  -2.3631  0.6676  2.0997
C  -1.7318  1.8959  2.7297
C  -0.2235  1.8828  2.5935
Sb  0.9295  2.0039  0.6419
C  0.6672  4.1791  0.5823
C  1.7849  4.9695  0.3536
C  1.6790  6.3478  0.2872
C  0.4463  6.9553  0.4593
C  -0.6765  6.1756  0.6758
C  -0.5641  4.7980  0.7386
C  0.2291  1.9015  -1.4506
C  0.2102  0.6381  -2.0296
C  -0.0679  0.4698  -3.3735
C  -0.3340  1.5806  -4.1605
C  -0.3075  2.8442  -3.5970
C  -0.0202  3.0046  -2.2513
Sb  -2.4866  0.8473  -0.0695
C  -3.5989  2.7172  -0.0353
C  -4.4936  3.0516  0.9699
C  -5.1219  4.2861  0.9693
C  -4.8573  5.1999  -0.0376
C  -3.9848  4.8637  -1.0588
C  -3.3604  3.6284  -1.0537
C  -4.2694  -0.3565  -0.3263
C  -4.4342  -0.9292  -1.5781
C  -5.5472  -1.6940  -1.8715
C  -6.5110  -1.9108  -0.9013
C  -6.3608  -1.3407  0.3508
C  -5.2453  -0.5697  0.6332
H  -3.3672  0.5028  2.4962
H  -1.7400  -0.1997  2.3482
H  -1.9670  1.8980  3.8040
H  -2.1562  2.8148  2.3119
H  0.1654  0.9531  3.0293
H  0.2107  2.7149  3.1510
H  2.7489  4.4970  0.2241
H  2.5542  6.9563  0.1025
H  0.3660  8.0321  0.4303
H  -1.6475  6.6339  0.7939
H  -1.4548  4.2009  0.8931
H  0.4361  -0.2470  -1.3962
H  -0.0602  -0.5160  -3.8211
H  -0.5423  1.4550  -5.2121
H  -0.5039  3.7126  -4.2073
H  0.0278  3.9971  -1.8285
H  -4.6981  2.3495  1.7693
H  -5.8128  4.5422  1.7621
H  -5.3290  6.1721  -0.0169
H  -3.7789  5.5688  -1.8521
H  -2.6649  3.3747  -1.8447
H  -3.6767  -0.7588  -2.3357
H  -5.6688  -2.1181  -2.8573
H  -7.3755  -2.5176  -1.1251
H  -7.1147  -1.4915  1.1123
H  -5.1549  -0.1330  1.6198
Cl  0.2103  -1.8550  2.4154
C  -1.0937  -5.1841  -1.2639
N  -1.5439  -3.8087  -1.4106
C  -0.7048  -3.0173  -2.2845
C  -1.9502  -3.1628  -0.2583
N  -1.4789  -1.9899  0.0417
N  -2.8898  -3.8293  0.4863
C  -3.1862  -3.4383  1.8462
C  -3.9390  -4.5971  -0.1501
H  -0.0369  -5.2155  -0.9729
H  -1.2177  -5.7054  -2.2135
H  -1.6578  -5.7008  -0.4933
H  -0.5049  -3.5921  -3.1878
H  0.2531  -2.7400  -1.8014
H  -1.2438  -2.1052  -2.5457
H  -1.9312  -1.6641  0.8938
H  -4.0109  -2.7140  1.9024
H  -2.2946  -3.0276  2.3247
H  -3.4771  -4.3336  2.4025
H  -3.7453  -4.6818  -1.2154
H  -4.9037  -4.0945  -0.0112
H  -3.9953  -5.5977  0.2876
C  3.4984  -0.4720  -3.1078
Si  4.0050  0.1902  -1.3782
C  5.9076  -0.0402  -1.3356
C  3.8280  2.0939  -1.4889
Si  2.8103  -1.0476  0.3325
Si  3.5746  -3.3071  0.0509
C  5.4457  -3.5251  -0.2935
C  2.7914  -4.2140  -1.4556
C  3.1206  -4.3293  1.6031
Si  3.7464  -0.3207  2.4686
C  5.5086  -1.0278  2.7480
C  2.8356  -0.7952  4.0886
C  4.0254  1.5710  2.6522
H  4.1595  -0.0956  -3.8828
H  2.4860  -0.1856  -3.3736
H  3.5558  -1.5552  -3.1332
H  6.4004  0.6352  -2.0312
H  6.1882  -1.0512  -1.6065
H  6.3124  0.1589  -0.3489
H  4.5118  2.5127  -2.2230
H  4.0559  2.5542  -0.5314
H  2.8211  2.3943  -1.7674
H  5.6571  -3.3327  -1.3412
H  5.7904  -4.5309  -0.0690
H  6.0423  -2.8348  0.2911
H  2.9842  -3.6786  -2.3806
H  1.7167  -4.3017  -1.3469
H  3.1908  -5.2172  -1.5771
H  3.7419  -4.0368  2.4434
H  3.2479  -5.3985  1.4632
H  2.0875  -4.1509  1.8904
H  5.5333  -2.1100  2.6810
H  5.8801  -0.7520  3.7313
H  6.2065  -0.6347  2.0169
H  2.7215  -1.8712  4.1791
H  1.8439  -0.3565  4.1444
H  3.3947  -0.4525  4.9569
H  4.5483  1.9797  1.7939
H  4.6325  1.7779  3.5293
H  3.0878  2.1139  2.7617

Atoms 1-6, force components in eV/Å:
Ti -0.500 -0.339 0.285
C -0.274 -0.028 -0.091
C 0.079 0.139 -0.004
C -0.105 -0.262 -0.327
Sb 0.515 1.423 0.297
C 0.219 -0.460 0.129